# 1
Density functional theory data (the ωB97M-V functional and the def2-TZVPD basis) for a 2-piece molecular cluster, C3H4IN2O2 overall.

Values from the calculation:
- charge = +1
- HOMO level (alpha / beta) (eV) = -14.0 / -14.0
- orbital gap (alpha / beta) (eV) = 7.519 / 7.517

```
12
C3H4IN2O2 the ωB97M-V functional and the def2-TZVPD basis
C -0.737 -0.720 0.359
C -1.852 2.401 0.105
C 1.510 -1.136 0.432
N 0.707 0.515 -0.871
N 0.478 -0.451 -0.135
O -1.708 3.514 0.232
O -1.898 1.249 -0.034
I -1.877 -2.237 -0.262
H 2.162 -0.556 0.952
H 2.177 -1.347 -0.500
H 1.195 -2.169 0.949
H -0.158 0.938 -1.228
```

natural (NBO) population analysis, charges in e, atoms 1 to 6: C 0.10; C 1.05; C -0.46; N -0.28; N -0.17; O -0.42

=====

# 2
Density functional theory data (the ωB97M-V functional and the def2-TZVPD basis) for an isolated ion of composition C3H4IN4 and charge -1.

Values from the calculation:
- charge = -1
- HOMO level (eV) = -3.5
- orbital gap (eV) = 6.291

```
12
C3H4IN4 the ωB97M-V functional and the def2-TZVPD basis
C 0.237 -0.208 0.257
C -0.342 1.014 -0.447
N 0.631 2.192 -0.204
N 0.035 3.222 0.209
N -1.236 3.397 0.343
N -2.266 2.428 0.139
C -1.923 1.197 -0.048
I -3.434 -0.287 -0.511
H 1.199 0.147 0.560
H 0.209 -1.065 -0.474
H -0.195 -0.469 1.178
H -0.283 0.742 -1.552
```

natural (NBO) population analysis, charges in e, atoms 1 to 6: C -0.64; C -0.17; N -0.36; N -0.02; N -0.32; N -0.32

=====

# 3
Density functional theory data (the ωB97M-V functional and the def2-TZVPD basis) for a 3-piece molecular cluster, C3H4INO overall.

Values from the calculation:
- HOMO level (eV) = -9.8
- orbital gap (eV) = 10.396

```
10
C3H4INO the ωB97M-V functional and the def2-TZVPD basis
C -0.702 -0.065 -0.367
C 1.345 -2.154 0.169
C -1.421 1.123 -0.044
N -0.179 -1.051 -0.629
O 0.931 -3.169 0.482
I 2.590 1.289 0.204
H -1.387 1.804 -0.894
H -2.459 0.871 0.182
H -0.969 1.604 0.820
H 2.251 -0.251 0.077
```

natural (NBO) population analysis, charges in e, atoms 1 to 6: C 0.38; C 0.50; C -0.73; N -0.37; O -0.51; I -0.16

=====

Values for max |F|, eV Å⁻¹, ordered as above
7.08, 4.52, 2.48
Values for DFT total energy, eV, ordered as above
-18339.1109, -17234.0824, -14812.6089